Entry 1:
54
Properties=species:S:1:pos:R:3:forces:R:3 method="wB97M-V/def2-TZVPD" e_lumo_ha="0.0872 / 0.0368" spin_multiplicity=3 e_tot_ev=-119429.06276 total_charge=-1 homo_lumo_gap_ha="0.2836 / 0.2307"
Cl -2.230 -0.433 -1.973 -0.402 -0.282 -0.359
H 0.034 6.250 -1.447 -0.037 -0.017 -0.038
C 4.629 0.786 2.404 0.156 0.006 -0.017
C 0.083 3.471 -3.355 -0.003 -0.235 0.234
Te 2.113 1.370 -1.535 3.663 0.229 -1.426
H 0.260 3.133 -4.367 -0.026 -0.029 0.003
C -2.277 -4.292 -0.913 0.019 -0.002 0.052
H 0.406 1.710 3.108 0.015 -0.082 -0.032
C -0.935 -1.923 -0.177 -0.245 0.168 -0.482
H -2.709 -0.321 1.258 -0.032 0.025 -0.041
C 3.373 0.408 1.680 -0.277 -0.030 -0.117
Pd -0.033 -0.017 -0.144 0.171 -0.444 0.571
Si -1.460 1.833 1.464 -0.737 0.429 0.425
C 3.362 -0.982 1.077 -0.159 -0.268 -0.200
F 3.246 -0.237 -1.912 -0.411 -0.394 0.291
H -2.747 3.957 1.332 0.065 -0.027 0.107
H 4.439 1.638 3.053 0.000 -0.021 0.008
H -2.720 3.317 2.989 0.060 -0.003 -0.088
F 2.587 3.263 -1.653 -0.662 0.227 0.132
H 5.362 1.076 1.645 -0.015 -0.030 0.041
H 3.371 -1.665 1.934 0.101 -0.119 -0.003
H 0.397 5.541 -3.798 -0.016 -0.032 0.042
H -3.567 0.977 0.416 0.047 -0.020 0.066
C -0.177 2.518 -2.358 -0.942 0.392 0.166
C -1.365 -4.294 0.140 -0.058 -0.058 -0.037
O 2.420 1.145 1.611 -0.232 0.022 0.058
H 2.464 -1.085 -0.646 0.246 -0.356 0.096
C 0.157 4.805 -3.040 0.027 0.224 0.107
F 0.863 -0.277 -2.323 -0.471 0.426 0.556
F 3.922 1.588 -0.723 -0.413 -0.006 0.342
H -0.014 0.095 2.529 0.060 -0.056 0.076
H -1.309 4.179 2.349 -0.115 -0.061 -0.002
Cl 0.346 -3.126 1.875 -0.044 0.014 0.012
Cl -3.686 -3.072 -2.886 -0.011 -0.029 0.016
H 4.277 -1.128 0.499 0.133 0.041 0.107
H -1.064 0.900 3.703 -0.005 0.003 -0.121
H -3.620 0.876 2.187 0.094 -0.010 -0.087
H -0.484 4.619 0.302 0.041 0.015 -0.085
Cl -3.104 -5.742 -1.353 0.036 0.009 -0.002
C -2.114 3.482 2.091 0.112 0.204 -0.053
C -0.340 4.292 -0.721 -0.057 -0.121 0.050
C -2.545 -3.105 -1.594 0.003 0.005 0.004
C -0.055 5.202 -1.714 0.062 -0.035 0.003
H -0.421 1.501 -2.641 0.270 -0.023 -0.008
C -0.421 2.914 -1.016 -0.347 -0.367 -0.228
C -1.876 -1.954 -1.205 0.145 0.058 0.222
F 2.504 1.555 -3.367 -0.247 0.020 0.005
C -0.715 -3.113 0.495 0.030 0.235 0.117
Cl -1.061 -5.756 1.008 -0.026 -0.028 -0.029
N -0.643 1.958 -0.045 0.518 -0.231 -0.111
H 5.029 -0.056 2.977 0.012 0.080 -0.059
C -2.978 0.738 1.306 -0.159 -0.020 -0.027
O 2.245 -1.317 0.286 -0.066 0.483 -0.175
C -0.427 1.063 2.825 0.131 0.120 -0.082

Entry 2:
56
Properties=species:S:1:pos:R:3:forces:R:3 method="wB97M-V/def2-TZVPD" e_lumo_ha="0.0771 / 0.0666" spin_multiplicity=2 e_tot_ev=-98359.45450 e_above_lowest_kcal_mol=4.4 total_charge=-1 homo_lumo_gap_ha="0.2634 / 0.2522"
H 3.188 -3.735 0.879 0.002 0.000 0.002
H 3.241 1.149 0.999 0.058 -0.022 0.005
O 2.430 -0.683 3.644 -0.032 0.095 -0.014
P 3.082 -1.270 -0.618 -0.030 0.023 0.053
H -2.181 -1.238 -4.827 0.000 0.002 -0.003
O 1.625 -1.042 -0.911 -0.076 0.041 -0.072
C -1.278 -0.749 -2.939 0.015 0.033 -0.010
C -1.544 -2.103 -2.379 -0.028 -0.003 -0.025
C -2.453 1.106 1.871 0.101 0.055 -0.010
C -3.582 0.756 3.968 0.003 0.005 0.017
H -1.338 3.277 4.224 0.000 0.000 -0.002
C 0.298 2.355 -1.944 -0.014 -0.004 -0.010
C -2.851 1.786 4.544 -0.016 -0.010 0.015
H -2.353 -2.072 -1.645 0.035 0.000 0.037
C -0.400 1.406 -2.735 0.035 -0.025 -0.011
H -4.302 0.204 4.560 0.000 -0.002 0.002
H 1.572 -3.088 1.230 0.008 -0.011 -0.016
O 3.032 0.992 1.943 -0.046 0.014 -0.045
C -1.442 0.758 -4.813 0.004 0.001 -0.009
Ru -0.179 -0.103 -0.217 0.930 -0.311 0.210
S 0.752 1.924 -0.319 0.001 0.092 -0.170
H 1.569 -0.757 4.078 -0.020 -0.075 -0.017
C 3.179 -1.626 1.203 -0.044 -0.023 -0.039
H 4.733 0.091 -0.737 0.001 0.003 -0.019
C -0.767 1.740 -4.052 0.004 -0.003 0.017
O -1.590 -2.073 2.272 0.018 0.003 -0.001
O -0.802 -4.256 1.845 -0.018 -0.005 -0.051
H 1.122 4.310 -1.875 0.004 -0.004 0.001
C 0.218 3.917 -3.795 -0.002 0.008 -0.009
H 2.754 -3.267 2.540 -0.018 0.001 0.002
H -3.926 -0.409 2.194 -0.011 -0.036 -0.010
C -0.452 3.014 -4.572 -0.002 0.007 -0.006
H -1.750 0.991 -5.825 0.002 0.000 -0.002
H 0.465 4.896 -4.187 -0.001 0.001 0.000
O -0.358 -2.554 0.294 -0.284 0.593 0.060
O 4.553 -1.514 1.588 -0.005 0.083 0.018
C -1.724 2.141 2.449 0.048 -0.018 0.038
C -1.918 2.475 3.782 -0.003 -0.015 -0.024
Cl -1.355 -3.065 1.264 -0.082 -0.102 0.008
C 0.592 3.587 -2.483 0.003 -0.004 0.002
S -2.237 0.726 0.151 -0.040 -0.430 0.219
P 2.224 -0.357 2.094 0.118 -0.051 -0.011
O 0.780 -0.289 1.772 -0.528 0.105 -0.088
C -1.681 -0.459 -4.268 0.034 -0.016 -0.017
H 4.618 -1.759 2.519 0.007 -0.044 -0.012
H -1.820 -2.791 -3.177 -0.037 0.016 0.000
H -0.744 3.252 -5.587 -0.002 -0.001 0.000
O 3.778 0.217 -0.673 0.020 -0.002 0.055
H -3.003 2.046 5.585 -0.001 -0.002 0.000
O -2.571 -3.357 0.552 0.040 -0.009 0.009
H -0.993 2.669 1.848 -0.015 -0.001 0.014
H -0.669 -2.487 -1.862 0.016 -0.016 -0.017
C -3.384 0.413 2.639 0.026 0.016 -0.030
N -0.679 0.164 -2.196 -0.191 0.050 -0.061
O 3.894 -2.236 -1.375 -0.020 -0.015 0.004
C 2.628 -3.019 1.482 0.034 0.013 0.024

Entry 3:
50
Properties=species:S:1:pos:R:3:forces:R:3 method="wB97M-V/def2-TZVPD" e_lumo_ha=0.0201 e_tot_ev=-41663.33403 homo_lumo_gap_ha=0.3273
H -0.320 -0.490 -0.054 0.065 -0.006 0.882
N -1.916 2.416 -3.266 -2.348 2.077 1.097
C 0.306 2.202 1.081 0.681 0.517 3.026
C -0.404 -2.167 3.102 -0.193 -0.147 -1.436
H -2.890 -4.599 -3.382 -0.544 0.060 0.126
H 2.761 0.348 4.747 -1.853 0.760 -1.253
N -0.735 1.496 0.434 -0.807 1.739 -0.226
C 0.535 1.333 2.360 -1.118 -1.008 1.317
C -1.002 1.990 -0.826 0.240 -0.540 1.795
H 0.044 3.245 1.367 -0.340 -0.506 -0.182
C -3.190 -3.780 -4.032 1.157 0.294 -1.680
C -1.811 3.110 -0.940 -0.183 -0.664 -1.620
N -2.196 -2.730 -3.845 1.574 3.478 -1.148
H 1.194 2.338 0.475 0.670 -0.529 -0.194
F 1.391 -3.835 5.774 0.428 -0.233 1.539
H -1.059 -4.951 5.176 0.539 1.126 -0.050
H -0.559 0.544 4.189 0.631 -0.015 0.280
H -3.112 -0.955 -4.873 0.034 -0.237 0.371
H 1.379 -1.140 3.040 -2.122 0.648 -0.833
H -4.192 -3.353 -3.921 0.255 -0.346 0.534
H -2.954 4.010 -2.445 -0.550 -0.301 -0.139
C 1.802 1.404 3.222 -0.019 0.164 -0.846
H -1.161 1.178 -4.928 0.139 -1.354 1.270
H 0.707 -1.697 -3.067 1.288 0.072 0.708
H -1.495 1.611 3.258 -3.082 1.991 -0.746
N -0.921 -2.935 -3.380 -1.372 -0.590 0.880
N -0.840 0.685 -4.058 0.929 -2.477 -2.155
C -0.714 0.984 3.224 2.690 -1.490 -1.369
C -0.886 0.099 0.709 1.082 -0.762 -0.669
H -1.928 -3.344 5.132 1.052 -0.081 -0.031
F -2.117 3.961 0.067 -0.050 -0.884 -0.715
H 0.606 -3.981 3.446 1.339 -1.483 -0.628
F 0.261 -1.917 6.070 0.073 -0.801 -0.255
O 1.843 0.465 4.336 1.145 0.664 0.144
N -0.505 1.297 -1.820 -0.381 -1.196 -0.407
C -2.344 3.142 -2.212 0.838 2.746 -0.656
C 0.024 -3.314 3.976 -0.740 2.786 2.111
H -1.932 -0.209 0.537 0.303 0.166 0.815
H 2.608 1.209 2.551 1.086 -0.191 -0.330
O -1.501 -2.274 2.622 -2.201 0.285 -0.217
H -3.111 -4.114 -5.097 -0.168 -0.090 0.791
C -0.311 -1.775 -3.276 -2.879 0.677 -2.153
C -0.262 0.067 2.100 1.086 -1.396 1.264
H 1.838 2.483 3.459 0.311 -0.480 0.783
C 0.295 -3.132 5.465 -0.063 -0.075 -2.391
N 0.399 -1.160 2.621 1.488 -0.675 1.069
C -1.053 1.488 -3.006 -0.142 0.507 0.629
C -2.277 -1.355 -4.306 -1.018 -2.665 1.221
C -0.937 -3.845 5.053 -1.069 -0.706 -0.063
C -1.168 -0.743 -3.859 2.121 1.168 -0.260

Entry 4:
50
Properties=species:S:1:pos:R:3:forces:R:3 method="wB97M-V/def2-TZVPD" e_lumo_ha=-0.1333 e_tot_ev=-53702.53782 total_charge=+1 homo_lumo_gap_ha=0.2770
C -0.848 -3.185 -0.400 0.065 -0.273 -0.282
C 3.311 0.873 2.134 -0.325 -0.033 -0.802
C 1.978 -1.524 0.843 0.239 0.754 -0.486
O -0.092 -1.313 -1.631 0.651 -0.621 -0.547
H 4.652 -0.433 -0.820 0.201 -0.142 0.081
C -1.210 -4.494 -0.103 0.124 0.415 -0.147
H 1.151 -1.477 1.559 0.144 -0.206 0.181
C 3.813 0.226 -1.016 -0.439 0.070 0.756
H 2.760 -2.122 1.301 0.097 -0.031 0.180
H 1.686 -2.055 -0.063 0.013 -0.121 0.025
C -2.121 0.838 -2.857 0.090 -0.361 -0.178
F -1.463 1.845 -0.093 0.901 0.570 0.130
C -0.296 -2.602 -1.709 -0.191 -1.467 -0.441
H -4.909 -0.198 -1.319 0.070 0.066 -0.059
N -4.310 0.271 -1.986 -0.046 -0.118 0.298
C -0.792 4.165 0.159 -0.177 -0.369 -0.055
H 3.568 1.926 2.135 0.052 0.181 -0.022
H -2.286 -3.890 3.081 -0.016 -0.019 0.061
C -0.431 2.843 0.069 0.228 0.142 -0.039
H 3.314 -0.132 -1.914 -0.177 -0.049 0.002
C -1.528 -1.143 2.537 -0.773 -1.494 1.327
Hf -0.492 -0.253 -0.008 -0.930 2.540 -1.229
C -1.876 -3.727 2.096 0.093 0.404 -0.093
C -1.478 -2.451 1.719 -0.125 0.011 0.498
H -4.744 0.706 -2.784 0.181 -0.035 -0.022
H 2.894 3.027 0.253 0.219 -0.011 -0.033
H 2.328 5.402 0.422 0.079 0.028 0.015
C 1.863 3.335 0.234 -0.353 -0.352 -0.114
H -1.091 -5.273 -0.839 0.012 -0.010 -0.093
H 4.218 1.209 -1.237 0.029 0.181 0.020
H 2.580 0.717 2.925 -0.159 -0.049 0.027
H -0.025 6.148 0.367 -0.034 0.126 0.012
H -2.018 -5.760 1.425 -0.009 -0.063 0.032
C 1.538 4.672 0.326 -0.082 0.188 0.015
O -2.517 -0.353 -0.809 -0.050 0.120 0.277
Si 2.620 0.251 0.469 0.583 -0.623 0.054
H -1.830 4.449 0.131 -0.177 0.023 0.002
O -1.046 -0.136 1.871 -0.148 0.268 0.995
H -2.598 1.647 -3.407 0.084 -0.061 0.130
I -1.733 -0.764 -4.249 -0.241 0.370 -0.235
N -0.976 -2.233 0.514 -0.260 -1.685 0.505
C -1.725 -4.753 1.166 0.022 0.217 -0.036
O -0.112 -3.288 -2.678 0.020 -0.044 0.202
C -2.998 0.225 -1.806 -0.269 0.414 -0.672
C 0.218 5.102 0.292 0.119 -0.151 -0.003
O -1.973 -1.126 3.653 0.112 0.013 -0.325
H -1.148 1.147 -2.460 -0.317 -0.010 -0.148
N 1.096 0.996 0.002 1.157 0.020 0.287
C 0.873 2.341 0.099 -0.446 1.466 -0.003
H 4.207 0.324 2.404 0.161 -0.186 -0.051

Entry 5:
45
Properties=species:S:1:pos:R:3:forces:R:3 method="wB97M-V/def2-TZVPD" e_lumo_ha="0.0149 / -0.1016" spin_multiplicity=5 e_tot_ev=-65657.02535 e_above_lowest_kcal_mol=0.0 homo_lumo_gap_ha="0.2213 / 0.2202"
H 4.156 -1.316 0.110 -0.198 -0.385 0.090
H 2.658 3.906 0.377 -0.176 -0.140 -0.268
O 8.089 2.977 0.672 -1.711 0.803 -2.136
C 4.413 1.166 -0.283 -0.547 -1.098 2.849
C 3.217 1.821 0.337 1.642 1.865 -0.477
H 0.637 0.024 -0.938 0.333 0.104 -0.097
H 5.087 3.038 -3.089 0.134 -0.006 0.581
O 0.147 1.838 1.780 0.812 -0.235 -1.088
C 2.262 0.009 1.680 0.204 -0.767 -0.026
O 5.868 6.228 0.905 -0.027 -1.577 -1.995
H 1.972 0.880 -1.708 -0.190 -0.288 0.304
C 1.724 0.183 -0.888 -0.344 -0.114 -0.330
C -1.072 3.902 -1.510 -0.157 0.103 -0.241
C 2.432 -1.480 1.390 -0.202 0.293 0.430
C 7.328 3.353 -0.130 3.031 -1.854 3.711
H 3.060 -1.086 -1.992 -0.029 -0.162 0.248
H 3.457 2.107 1.372 0.161 -0.208 -0.114
H -0.511 3.930 0.574 -0.160 -0.235 -0.068
Fe 6.155 4.186 -1.144 -0.891 -1.709 -0.955
H 2.056 2.998 -1.021 0.186 0.336 0.020
O 2.341 0.457 2.800 0.101 -0.018 -0.848
H 3.676 4.745 -1.708 0.386 -0.621 0.180
H -1.421 3.203 -2.275 0.072 0.042 0.098
C 7.417 4.946 -2.097 3.423 2.922 -1.331
C 3.976 3.758 -1.300 -2.071 0.393 -0.049
C 5.078 1.590 -1.393 1.359 3.035 -3.801
H 1.407 -1.889 1.367 0.244 -0.066 -0.032
C 5.906 5.471 0.018 -0.315 3.325 3.564
C 2.935 3.163 -0.388 -0.125 0.327 0.026
C 2.023 0.903 0.430 -1.397 -0.147 0.975
C 4.817 2.872 -2.035 -0.272 -3.390 0.137
C 0.741 1.715 0.732 -0.638 0.487 0.412
C 2.396 -1.169 -1.121 0.113 -0.383 -0.406
H 4.814 0.292 0.245 -0.132 0.523 -0.258
H -1.856 4.644 -1.351 -0.006 0.025 -0.074
H 2.965 -1.928 2.239 -0.270 0.106 -0.159
H 1.602 -1.873 -1.411 0.260 0.059 0.057
C -0.798 3.211 -0.203 -0.103 -0.105 -0.067
O 0.299 2.305 -0.421 -0.285 -0.207 1.007
H -0.187 4.419 -1.892 -0.070 -0.067 0.102
O 8.378 5.560 -2.327 -1.764 -1.391 0.029
H 3.265 -2.828 -0.054 0.073 0.155 0.003
H -1.657 2.616 0.136 0.159 0.337 0.047
H 5.887 0.983 -1.830 -0.590 0.095 0.167
C 3.152 -1.747 0.076 -0.025 -0.163 -0.219